(A)
DFT (the ωB97M-V functional and the def2-TZVPD basis) results for a cluster of 3 separate species, C9H24O3 in total.

ORCA input file:
```
! RIJCOSX wB97M-V def2-TZVPD def2/J DEFGRID3
* xyz 0 1
O -24.99 -8.26 -1.68
O -26.50 -7.29 -3.70
O -22.76 -4.27 1.89
C -23.34 -9.12 -3.18
C -23.59 -8.15 -2.03
C -27.15 -9.37 -4.57
C -23.21 -6.67 -2.27
C -20.61 -4.53 2.54
C -21.15 -3.07 0.59
C -28.76 -7.34 -4.42
C -21.50 -4.40 1.33
C -27.63 -8.10 -3.78
H -28.52 -6.91 -5.39
H -23.89 -10.04 -3.00
H -23.77 -8.73 -4.11
H -23.11 -8.56 -1.13
H -20.13 -3.09 0.22
H -19.56 -4.75 2.31
H -25.91 -7.70 -3.06
H -26.49 -10.03 -4.00
H -21.29 -2.17 1.19
H -21.36 -5.20 0.61
H -22.72 -3.58 2.56
H -20.52 -3.58 3.06
H -27.91 -8.35 -2.76
H -24.05 -6.13 -2.72
H -21.85 -2.86 -0.22
H -29.70 -7.82 -4.71
H -22.89 -6.14 -1.38
H -22.31 -9.40 -3.37
H -26.63 -9.15 -5.50
H -25.26 -7.77 -0.90
H -27.98 -10.01 -4.87
H -22.33 -6.63 -2.92
H -20.93 -5.32 3.22
H -29.04 -6.44 -3.87
*
```

Computed properties:
Molar mass (g mol⁻¹): 180.3
HOMO energy (eV): -9.38
SMILES: CC(C)O.CC(C)O.CC(C)O
Gap between HOMO and LUMO (eV): 10.06

These are the natural (NBO) partial charges, in e, on atoms 1 to 4: number 1, O, carries -0.758; number 2, O, carries -0.755; number 3, O, carries -0.713; number 4, C, carries -0.638

---

(B)
DFT (the ωB97M-V functional and the def2-TZVPD basis) results for a cluster of 3 separate species, C9H24O3 in total.

ORCA input file:
```
! RIJCOSX wB97M-V def2-TZVPD def2/J DEFGRID3
* xyz 0 1
O -1.95 1.83 3.09
O -0.46 1.41 -0.09
O 3.93 -3.10 -2.77
C -2.40 2.96 2.32
C -1.37 1.10 -2.33
C -0.44 0.55 -1.26
C -1.31 4.03 2.42
C -0.81 -0.87 -0.83
C 4.25 -4.05 -0.56
C 1.95 -3.55 -1.48
C 3.44 -3.12 -1.43
C -3.69 3.42 2.99
H 3.91 -4.02 0.47
H -2.56 2.69 1.28
H -0.73 -1.52 -1.71
H 0.61 0.58 -1.58
H -0.85 4.08 3.40
H -1.82 -0.84 -0.41
H 5.31 -3.85 -0.75
H -0.13 -1.27 -0.09
H 3.51 -2.11 -1.03
H -2.42 1.07 -2.04
H -1.62 5.02 2.06
H -1.34 0.36 -3.14
H 3.76 -3.98 -3.13
H 1.86 -4.34 -2.23
H 4.10 -5.09 -0.88
H -0.54 3.79 1.67
H -4.20 4.12 2.33
H -4.29 2.55 3.25
H 1.33 -2.72 -1.82
H -1.09 1.00 0.52
H -0.99 1.75 3.03
H 1.58 -3.93 -0.53
H -1.07 2.09 -2.64
H -3.47 3.96 3.92
*
```

Computed properties:
Molar mass (g mol⁻¹): 180.3
HOMO energy (eV): -10.23
SMILES: CC(C)O.CC(C)O.CC(C)O
Gap between HOMO and LUMO (eV): 10.98

These are the natural (NBO) partial charges, in e, on atoms 1 to 4: number 1, O, carries -0.740; number 2, O, carries -0.737; number 3, O, carries -0.712; number 4, C, carries 0.098

---

Verdict on stability: (A) comes out at the bottom.

---

(A)
DFT (the ωB97M-V functional and the def2-TZVPD basis) results for a cluster of 6 separate species, C6H26NO6 in total.

ORCA input file:
```
! RIJCOSX wB97M-V def2-TZVPD def2/J DEFGRID3
* xyz 1 1
O -0.59 -1.03 -3.75
O 1.25 2.71 2.64
O -0.39 1.72 0.09
O 2.85 1.85 -0.22
O -2.07 -2.01 -1.91
O 0.60 1.91 -2.71
N -2.65 -1.12 0.56
C -1.55 0.98 -0.10
C -0.17 -0.98 0.54
C 0.66 -1.44 1.73
C -1.48 -0.18 0.91
C 1.52 -0.35 2.40
C 1.62 -2.54 1.17
H -1.64 0.59 -1.12
H -2.43 -1.51 -2.65
H 2.06 0.26 1.68
H 2.06 2.15 0.25
H 0.69 1.81 -3.66
H 0.02 -0.42 -3.31
H 1.97 -3.09 2.04
H 0.40 -0.36 -0.14
H 0.98 0.32 3.06
H -2.43 1.62 0.07
H 0.02 -1.86 2.51
H 1.12 -3.08 0.37
H 1.13 2.26 3.48
H 2.26 -0.86 3.01
H -0.12 -1.50 -4.45
H 3.51 2.10 0.45
H 0.47 2.35 2.18
H -1.45 0.20 1.93
H -1.87 -2.92 -2.16
H -2.58 -1.09 -0.47
H -2.38 -2.02 0.93
H -3.56 -0.78 0.88
H 1.43 2.26 -2.35
H 2.52 -2.05 0.78
H -0.54 -1.86 0.02
H 0.22 1.57 -0.65
*
```

Computed properties:
Molar mass (g mol⁻¹): 208.3
HOMO energy (eV): -13.85
Gap between HOMO and LUMO (eV): 10.90

These are the natural (NBO) partial charges, in e, on atoms 1 to 4: number 1, O, carries -0.976; number 2, O, carries -0.930; number 3, O, carries -0.731; number 4, O, carries -0.955

---

(B)
DFT (the ωB97M-V functional and the def2-TZVPD basis) results for a cluster of 7 separate species, C6H26NO6 in total.

ORCA input file:
```
! RIJCOSX wB97M-V def2-TZVPD def2/J DEFGRID3
* xyz 1 1
O 2.08 4.16 -0.88
O 0.39 1.37 -3.43
O -0.73 4.09 -0.86
O 1.66 -2.13 -2.95
O -3.88 0.17 2.80
O -1.17 -3.75 2.99
N -1.08 1.31 -1.02
C -1.59 0.43 0.07
C 1.77 -0.02 0.24
C 0.45 -2.13 0.64
C 1.55 -2.86 1.47
C 0.63 -0.63 0.54
C -0.52 0.18 1.09
H -1.96 -0.46 -0.43
H -0.22 1.14 1.55
H -4.14 0.35 3.70
H 2.59 -0.56 -0.21
H 2.36 3.56 -0.18
H 1.95 -2.44 -3.80
H 0.18 4.26 -0.55
H -0.20 0.89 -1.33
H -1.65 -4.50 2.63
H 0.40 2.29 -3.71
H -1.66 1.37 -1.85
H -0.71 4.37 -1.79
H 2.40 -2.05 -2.33
H 2.86 4.67 -1.13
H -0.94 -0.21 2.01
H 1.80 -3.80 1.01
H 1.10 -3.02 2.43
H -0.49 -2.44 1.10
H 0.30 -2.49 -0.38
H 0.16 0.83 -4.19
H -1.05 -3.04 2.36
H 2.45 -2.25 1.57
H 1.97 1.03 0.44
H -3.76 -0.76 2.59
H -2.49 0.80 0.54
H -0.83 2.28 -0.75
*
```

Computed properties:
Molar mass (g mol⁻¹): 208.3
HOMO energy (eV): -12.90
Gap between HOMO and LUMO (eV): 10.18

These are the natural (NBO) partial charges, in e, on atoms 1 to 4: number 1, O, carries -0.970; number 2, O, carries -0.970; number 3, O, carries -0.964; number 4, O, carries -0.960

---

Verdict on stability: (B) comes out at the bottom.

---

(A)
DFT (the ωB97M-V functional and the def2-TZVPD basis) results for a cluster of 2 separate species, H3NS2 in total.

ORCA input file:
```
! RIJCOSX wB97M-V def2-TZVPD def2/J DEFGRID3
* xyz 0 1
S -0.66 0.72 -2.18
S -0.24 -1.40 1.18
N -0.18 -2.78 1.83
H 0.31 1.20 -1.50
H 0.54 -3.05 2.57
H -0.48 1.68 -3.02
*
```

Computed properties:
Molar mass (g mol⁻¹): 81.2
HOMO energy (spin up / spin down) (eV): -8.54 / -8.54
SMILES: N=S.S
Gap between HOMO and LUMO (spin up / spin down) (eV): 7.44 / 7.44

These are the natural (NBO) partial charges, in e, on atoms 1 to 4: number 1, S, carries -0.256; number 2, S, carries 0.418; number 3, N, carries -0.778; number 4, H, carries 0.126

---

(B)
DFT (the ωB97M-V functional and the def2-TZVPD basis) results for a cluster of 3 separate species, H3NS2 in total.

ORCA input file:
```
! RIJCOSX wB97M-V def2-TZVPD def2/J DEFGRID3
* xyz 0 1
S -1.87 -0.81 0.08
S 0.94 -1.35 0.13
N -0.35 -0.83 -0.51
H -0.19 -0.78 -1.49
H 1.87 0.32 1.04
H 2.58 0.84 1.39
*
```

Computed properties:
Molar mass (g mol⁻¹): 81.2
HOMO energy (spin up / spin down) (eV): -9.38 / -9.08
Gap between HOMO and LUMO (spin up / spin down) (eV): 7.67 / 7.27

These are the natural (NBO) partial charges, in e, on atoms 1 to 4: number 1, S, carries 0.139; number 2, S, carries 0.288; number 3, N, carries -0.800; number 4, H, carries 0.405

---

Verdict on stability: (B) comes out at the bottom.

---

(A)
DFT (the ωB97M-V functional and the def2-TZVPD basis) results for a structure of composition C35H95AgN8O9Pd.

ORCA input file:
```
! RIJCOSX wB97M-V def2-TZVPD def2/J DEFGRID3
* xyz 1 4
Ag -5.90 8.03 11.23
Pd -3.58 8.79 8.62
O -5.70 5.49 10.81
O -1.63 4.42 8.19
O 4.15 9.49 11.23
O -3.98 2.92 15.13
O -6.00 11.39 12.27
O -0.99 12.72 12.59
O -1.68 7.48 16.39
O -4.86 10.77 16.05
O -3.38 8.47 10.85
N -5.37 8.97 13.68
N -1.15 13.87 15.16
N 3.60 6.91 12.56
N -0.52 5.88 5.00
N -6.40 0.26 15.72
N 0.83 6.13 18.80
N -3.12 13.44 10.75
N -3.78 6.57 8.51
C -6.09 7.27 15.06
C -0.37 12.21 11.37
C -1.01 4.74 5.79
C 2.66 7.97 12.70
C -0.73 11.95 13.80
C -4.48 13.23 11.28
C -0.17 12.80 14.93
C 3.37 9.72 10.06
C -6.56 12.27 13.21
C -4.65 11.78 11.88
C -4.95 5.67 8.44
C -5.74 1.55 15.81
C -0.68 5.01 7.27
C -5.01 4.79 9.67
C -2.88 6.54 12.33
C -4.42 1.58 15.28
C -2.47 7.95 11.83
C 1.87 7.79 14.02
C -0.39 3.43 5.31
C -5.86 1.90 17.27
C 3.30 9.38 12.47
C -1.05 4.19 9.46
C -2.63 6.54 16.64
C -2.61 3.07 14.71
C -4.92 9.36 16.08
C -5.46 13.39 10.17
C -5.95 8.81 15.01
C -4.84 4.77 7.16
C -4.23 11.38 17.17
C -0.25 6.99 18.34
C 0.19 12.15 16.24
C -0.13 8.14 19.25
C -0.41 7.15 16.81
C -6.33 4.57 11.78
C -1.96 8.94 12.88
H 0.29 7.89 16.43
H -3.82 4.38 7.11
H -0.04 3.80 9.30
H 3.94 9.83 9.14
H -2.10 4.77 5.75
H 3.90 6.85 11.59
H 0.76 12.83 16.88
H -6.06 6.98 16.12
H -0.71 11.73 16.67
H -3.94 8.88 16.02
H -1.53 7.78 11.31
H -6.46 13.38 10.59
H 0.65 3.27 5.58
H 2.61 8.94 9.93
H -2.10 4.03 14.77
H 0.64 6.05 19.78
H -1.61 11.42 14.15
H -7.02 7.08 14.54
H -1.34 14.08 14.19
H 0.63 5.22 18.40
H -4.42 11.14 11.03
H -5.27 6.72 14.61
H -3.17 5.85 11.53
H 1.95 7.85 11.88
H -0.76 6.09 7.40
H 4.29 7.30 13.17
H -1.59 3.34 9.87
H 1.28 8.69 14.19
H 0.93 11.38 16.01
H -3.80 6.57 12.91
H -0.76 14.74 15.50
H -3.04 6.90 17.57
H -5.88 -0.41 16.28
H -0.45 3.31 4.23
H -2.39 5.49 16.83
H -0.76 6.77 5.40
H -5.89 6.23 8.37
H -5.61 3.92 9.41
H -1.35 9.71 12.41
H -3.08 6.05 8.00
H -6.33 -0.09 14.77
H -2.99 14.42 10.55
H -0.91 11.34 11.01
H 0.64 8.81 18.87
H -3.75 0.94 15.85
H -4.40 1.16 14.28
H -0.28 13.03 10.65
H -5.36 1.25 17.98
H -7.55 11.96 13.53
H -6.89 1.89 17.62
H -2.67 9.39 13.57
H -5.41 12.51 9.53
H 0.38 5.00 7.54
H -6.75 13.27 12.83
H -1.05 5.04 10.14
H -4.63 14.06 11.97
H -7.17 4.09 11.28
H 4.10 9.42 13.20
H -2.41 13.23 11.43
H -4.97 5.50 6.37
H -2.45 2.64 13.72
H -6.97 9.18 15.05
H -0.90 2.54 5.67
H -1.30 8.30 13.48
H -2.02 2.65 15.53
H -5.92 12.23 14.10
H -6.57 5.32 12.54
H 0.71 13.38 14.63
H 0.49 5.90 4.97
H -5.68 3.72 12.01
H 2.55 7.76 14.87
H -3.34 6.61 15.82
H -4.38 8.79 13.71
H -5.61 2.95 17.40
H -3.44 6.32 9.43
H -0.17 6.21 16.31
H -0.04 11.12 13.62
H -1.06 8.69 19.39
H 2.64 10.23 12.62
H -1.18 6.49 18.62
H -6.33 2.27 15.23
H 2.81 10.64 10.23
H -3.88 12.40 17.02
H -5.35 9.95 13.43
H -5.48 3.89 7.19
H -2.11 6.00 12.89
H -5.06 11.52 17.86
H 0.15 7.88 20.27
H 0.67 11.92 11.53
H -3.37 10.90 17.65
H -5.30 9.18 17.09
H 1.34 6.83 13.97
H -4.04 4.43 10.03
H -5.28 14.25 9.52
H -3.98 11.64 12.73
*
```

Computed properties:
Molar mass (g mol⁻¹): 986.5
Expectation value of S²: 3.761
HOMO energy (spin up / spin down) (eV): -8.59 / -10.76
Gap between HOMO and LUMO (spin up / spin down) (eV): 5.42 / 5.61

These are the Mulliken partial charges, in e, on atoms 1 to 4: number 1, Ag, carries 0.586; number 2, Pd, carries -0.004; number 3, O, carries -0.050; number 4, O, carries -0.286

---

(B)
DFT (the ωB97M-V functional and the def2-TZVPD basis) results for a structure of composition C35H95AgN8O9Pd.

ORCA input file:
```
! RIJCOSX wB97M-V def2-TZVPD def2/J DEFGRID3
* xyz 1 4
Ag -1.76 -2.52 2.68
Pd -1.06 -4.31 0.03
O -0.73 -2.10 0.46
O -3.73 3.97 -4.43
O 5.85 0.11 -0.49
O -3.11 -0.41 2.91
O 4.09 -5.67 -0.10
O -0.20 -2.80 -3.70
O -6.45 -1.38 -0.28
O 1.83 0.03 4.59
O 0.27 4.61 -0.25
N 0.83 -4.14 -1.28
N -0.75 -1.11 4.39
N 2.59 7.56 0.25
N -2.22 -3.84 -1.93
N -3.83 -1.61 -1.17
N 4.52 -2.71 5.21
N -4.14 4.42 -1.33
N 5.76 2.40 1.42
C 3.57 -1.87 4.43
C 1.49 -0.98 0.23
C -2.13 3.37 -2.11
C 2.69 -2.81 3.60
C 0.46 -1.70 -4.32
C -4.13 -0.15 -3.05
C -0.03 -0.89 0.38
C 4.85 0.27 0.54
C -2.97 4.64 -2.10
C 2.17 -4.72 -1.32
C -2.47 0.54 3.77
C -1.52 -3.02 -4.16
C 0.65 3.54 0.63
C -1.68 -0.14 4.85
C -6.14 -1.12 -1.63
C -2.15 -4.17 -3.34
C 6.15 -1.21 -0.77
C 2.83 -0.82 5.30
C -3.22 5.05 -3.60
C 2.89 -4.85 0.01
C 2.33 0.83 3.51
C -0.91 0.87 5.74
C 1.30 5.54 -0.50
C -4.00 4.48 -5.76
C -3.66 -4.27 -3.74
C 4.26 2.56 -0.41
C 4.56 1.77 0.83
C 4.95 -5.70 0.97
C -0.60 -0.05 -0.77
C 2.98 -4.05 -2.47
C 1.74 6.50 0.69
C 0.63 7.05 1.54
C -3.95 0.12 1.94
C -4.68 -0.53 -1.64
C -7.55 -2.21 0.03
H -6.21 -2.04 -2.21
H -3.13 0.29 -2.96
H 6.47 2.33 0.71
H 2.13 -2.32 2.80
H -3.12 4.56 -6.40
H -4.21 -5.04 -3.21
H 3.96 -0.19 0.12
H 6.85 -1.23 -1.61
H 2.61 0.24 2.63
H 4.36 -5.83 1.88
H 0.21 6.24 2.13
H 1.54 1.56 3.31
H 1.14 7.76 2.21
H -0.34 0.31 6.48
H -7.81 -2.15 1.09
H -8.44 -1.93 -0.53
H 2.36 -1.31 6.15
H 1.95 -3.15 4.33
H -4.52 5.43 -5.85
H -4.67 0.23 -0.86
H -4.51 -0.69 1.47
H -3.25 1.19 4.16
H 0.03 -0.60 4.00
H 1.48 -1.70 -3.92
H 0.90 6.15 -1.32
H -3.43 0.59 1.10
H 0.10 -0.77 -3.89
H 5.52 -4.77 1.04
H -1.22 3.52 -2.68
H -4.10 -3.28 -3.63
H 2.08 -1.37 1.05
H 3.23 1.40 3.75
H 6.11 1.77 2.13
H 1.91 -5.73 -1.64
H 1.71 -1.51 -0.70
H -4.20 -1.90 -0.27
H 0.56 -3.95 -2.23
H -4.70 0.59 -3.61
H -0.24 2.93 0.80
H 3.98 -3.41 5.70
H -4.54 3.62 -6.17
H 3.75 3.49 -0.19
H 3.60 2.03 -1.10
H 5.23 2.81 -0.86
H -6.84 -0.38 -2.02
H -3.72 -4.54 -4.80
H -1.69 -0.01 -0.68
H 3.08 -3.87 0.45
H -4.74 5.24 -1.37
H -0.05 0.88 -0.91
H 0.49 -1.59 -5.40
H -0.40 -1.52 5.24
H -3.10 -4.19 -1.58
H 5.22 -1.74 -0.95
H 2.28 5.91 1.43
H -2.89 -1.31 -0.96
H -1.78 1.19 3.24
H 2.29 -3.65 -3.22
H 5.04 -3.25 4.53
H -1.59 -5.07 -3.59
H 3.25 -3.65 3.20
H 0.99 3.95 1.58
H -0.54 -0.62 -1.70
H 2.24 -5.45 0.65
H -3.89 5.91 -3.61
H 1.45 2.89 0.27
H 5.21 -0.30 1.40
H 5.54 -6.61 0.90
H -1.54 1.63 6.19
H -0.09 1.35 5.21
H 3.51 -0.14 5.82
H -2.07 -2.10 -3.94
H 3.71 -4.72 -2.91
H 1.13 -3.25 -0.90
H -2.35 5.43 -1.68
H -0.23 -0.50 1.38
H 6.63 -1.76 0.04
H 2.11 5.04 -1.04
H -2.48 -2.87 -2.01
H -4.69 3.62 -1.62
H -1.47 -3.24 -5.23
H 3.00 7.95 1.09
H -2.39 -0.73 5.42
H -4.75 0.76 2.30
H 3.50 -3.13 -2.21
H 4.21 -1.33 3.72
H -4.03 -1.07 -3.62
H 3.77 1.82 1.58
H -0.17 7.59 1.05
H 1.96 -0.01 0.09
H -1.87 3.07 -1.09
H 3.32 7.20 -0.36
H -2.25 5.37 -3.99
H -7.31 -3.23 -0.26
H -2.58 2.49 -2.58
*
```

Computed properties:
Molar mass (g mol⁻¹): 986.5
Expectation value of S²: 3.758
HOMO energy (spin up / spin down) (eV): -8.39 / -10.65
Gap between HOMO and LUMO (spin up / spin down) (eV): 6.41 / 6.56

These are the Mulliken partial charges, in e, on atoms 1 to 4: number 1, Ag, carries 0.253; number 2, Pd, carries 0.027; number 3, O, carries 0.590; number 4, O, carries -0.213

---

Verdict on stability: (A) comes out at the bottom.

---

(A)
DFT (the ωB97M-V functional and the def2-TZVPD basis) results for a structure of composition C4H7N2S2.

ORCA input file:
```
! RIJCOSX wB97M-V def2-TZVPD def2/J DEFGRID3
* xyz 1 1
S 3.86 1.12 0.07
S 1.95 -1.42 -0.14
N -1.39 0.22 -0.78
N -0.12 -0.88 0.66
C 3.05 -0.34 0.00
C -1.12 -1.11 -0.40
C -0.87 1.13 0.08
C -0.06 0.55 0.91
H 4.95 0.72 -0.55
H -0.72 -1.75 -1.07
H -1.10 2.17 -0.20
H 0.02 -1.48 1.46
H -1.76 0.71 -1.56
H -1.94 -1.64 0.09
H 0.42 0.92 1.85
*
```

Computed properties:
Molar mass (g mol⁻¹): 147.2
HOMO energy (spin up / spin down) (eV): -11.49 / -11.49
Gap between HOMO and LUMO (spin up / spin down) (eV): 6.92 / 6.92

These are the natural (NBO) partial charges, in e, on atoms 1 to 4: number 1, S, carries 0.323; number 2, S, carries 0.602; number 3, N, carries -0.607; number 4, N, carries -0.559

---

(B)
DFT (the ωB97M-V functional and the def2-TZVPD basis) results for the ion C4H7N2S2 with charge +1.

ORCA input file:
```
! RIJCOSX wB97M-V def2-TZVPD def2/J DEFGRID3
* xyz 1 1
S -3.32 -1.20 0.56
S -2.92 0.73 -0.20
N -0.36 -0.37 0.07
N -0.27 1.63 -0.69
C 2.11 -0.94 0.47
C 0.99 -0.03 0.13
C -1.05 0.63 -0.39
C 1.05 1.30 -0.26
H -0.53 2.51 -1.18
H 3.03 -0.40 0.24
H -3.98 -1.77 -0.36
H 2.05 -1.88 -0.12
H 2.25 -1.03 1.54
H 1.77 2.04 -0.23
H -0.81 -1.22 0.41
*
```

Computed properties:
Molar mass (g mol⁻¹): 147.2
HOMO energy (eV): -13.28
SMILES: Cc1c[nH+]c(SS)[nH]1
Gap between HOMO and LUMO (eV): 9.40

These are the natural (NBO) partial charges, in e, on atoms 1 to 4: number 1, S, carries -0.057; number 2, S, carries 0.195; number 3, N, carries -0.507; number 4, N, carries -0.499

---

Verdict on stability: (A) comes out at the bottom.